No. 1
{
  "formula": "C5H10NO",
  "method": "ωB97M-V/def2-TZVPD",
  "homo_lumo_gap_ev": 6.17,
  "smiles": "[O-]C[C@H]1CCCN1",
  "homo_energy_ha": -0.081,
  "charge": -1,
  "elements": ["O", "C", "C", "C", "C", "C", "N", "H", "H", "H", "H", "H", "H", "H", "H", "H", "H"],
  "xyz": [[-1.776, 1.999, 1.412], [-0.907, 1.041, 1.703], [-0.530, 0.175, 0.466], [0.178, 0.930, -0.653], [0.721, -0.252, -1.517], [0.761, -1.475, -0.581], [0.388, -0.967, 0.765], [0.120, 1.387, 2.036], [-1.256, 0.333, 2.509], [-1.405, -0.239, -0.053], [-0.611, 1.537, -1.084], [0.989, 1.567, -0.300], [0.115, -0.355, -2.421], [1.682, 0.069, -1.939], [-0.007, -2.138, -0.991], [1.747, -1.934, -0.514], [-0.209, -1.676, 1.162]],
  "forces_ev_per_angstrom": [[-0.3128, 0.4716, -0.0815], [0.3508, -0.3950, -0.5618], [0.6451, -0.0847, 0.3258], [-0.3325, -0.9183, 0.3385], [0.5089, 1.7579, -0.3963], [-0.2498, 0.7810, -0.0155], [-0.3707, 0.2328, -0.8757], [-0.1615, 0.0084, 0.2117], [0.1456, -0.1433, -0.0036], [-0.5852, 0.0478, 0.3525], [0.2477, 0.2402, -0.4914], [-0.0309, 0.0035, 0.2095], [-0.2919, -0.5057, 0.2488], [0.1986, -0.4192, 0.2984], [0.2136, -0.5765, 0.2339], [-0.0727, -0.3036, -0.3078], [0.0975, -0.1968, 0.5145]],
  "nbo_charge": [-0.953, 0.008, -0.069, -0.414, -0.424, -0.239, -0.628, 0.061, 0.057, 0.128, 0.228, 0.190, 0.190, 0.188, 0.158, 0.180, 0.340]
}


No. 2
{
  "formula": "C60H123N9O6",
  "method": "ωB97M-V/def2-TZVPD",
  "homo_lumo_gap_ev": 7.91,
  "smiles": "CC1(C)CCCC(C)(C)N1O.CC1(C)CCCC(C)(C)N1O.CC1(C)CCCC(C)(C)N1O.CC1(C)CCCC(C)(C)N1O.CC1(C)CCCC(C)(C)N1O.CC1(C)CCCC(C)(C)N1O.CC#N.CC#N.CC#N",
  "homo_energy_ha": -0.282,
  "elements": ["C", "C", "C", "C", "C", "C", "C", "C", "C", "N", "O", "H", "H", "H", "H", "H", "H", "H", "H", "H", "H", "H", "H", "H", "H", "H", "H", "H", "H", "H", "C", "C", "C", "C", "C", "C", "C", "C", "C", "N", "O", "H", "H", "H", "H", "H", "H", "H", "H", "H", "H", "H", "H", "H", "H", "H", "H", "H", "H", "H", "C", "C", "C", "C", "C", "C", "C", "C", "C", "N", "O", "H", "H", "H", "H", "H", "H", "H", "H", "H", "H", "H", "H", "H", "H", "H", "H", "H", "H", "H", "C", "C", "C", "C", "C", "C", "C", "C", "C", "N", "O", "H", "H", "H", "H", "H", "H", "H", "H", "H", "H", "H", "H", "H", "H", "H", "H", "H", "H", "H", "C", "C", "C", "C", "C", "C", "C", "C", "C", "N", "O", "H", "H", "H", "H", "H", "H", "H", "H", "H", "H", "H", "H", "H", "H", "H", "H", "H", "H", "H", "C", "C", "C", "C", "C", "C", "C", "C", "C", "N", "O", "H", "H", "H", "H", "H", "H", "H", "H", "H", "H", "H", "H", "H", "H", "H", "H", "H", "H", "H", "C", "C", "N", "H", "H", "H", "C", "C", "N", "H", "H", "H", "C", "C", "N", "H", "H", "H"],
  "xyz": [[2.004, -0.740, 8.166], [1.467, -1.270, 6.755], [-0.085, -1.200, 6.667], [1.990, -0.397, 5.596], [3.509, -0.548, 5.191], [3.770, -1.997, 4.884], [3.286, -2.932, 6.021], [3.294, -4.375, 5.362], [4.339, -3.007, 7.179], [1.912, -2.660, 6.423], [1.520, -3.586, 7.358], [1.474, 0.163, 8.469], [1.855, -1.490, 8.942], [3.019, -0.343, 8.123], [-0.455, -0.221, 6.972], [-0.496, -1.453, 5.690], [-0.459, -1.978, 7.332], [1.379, -0.392, 4.693], [2.015, 0.593, 6.050], [3.816, 0.055, 4.337], [4.131, -0.187, 6.011], [4.858, -2.044, 4.830], [3.286, -2.201, 3.929], [2.302, -4.590, 4.966], [3.526, -5.133, 6.110], [3.959, -4.628, 4.536], [4.329, -3.989, 7.651], [4.060, -2.353, 8.005], [5.315, -2.766, 6.757], [0.774, -3.963, 6.885], [5.685, -0.047, -5.765], [5.444, 0.171, -4.268], [4.127, 1.001, -4.054], [5.384, -1.284, -3.594], [5.615, -1.249, -2.089], [6.906, -0.540, -1.790], [7.023, 0.884, -2.351], [6.135, 1.733, -1.380], [8.492, 1.305, -2.238], [6.544, 0.978, -3.746], [6.720, 2.280, -4.251], [4.756, -0.438, -6.179], [5.747, 0.874, -6.344], [6.648, -0.510, -5.981], [3.405, 0.184, -4.064], [4.254, 1.580, -3.139], [3.925, 1.758, -4.812], [4.403, -1.748, -3.706], [6.114, -1.935, -4.074], [4.721, -0.778, -1.681], [5.603, -2.276, -1.722], [7.763, -1.148, -2.081], [6.891, -0.554, -0.700], [5.853, 2.737, -1.699], [6.724, 1.890, -0.477], [5.156, 1.306, -1.163], [9.027, 0.568, -2.836], [8.803, 1.160, -1.203], [8.839, 2.283, -2.568], [7.191, 2.195, -5.083], [-5.916, 5.841, -1.982], [-4.915, 5.128, -2.953], [-4.589, 6.062, -4.181], [-3.586, 4.850, -2.204], [-3.648, 3.618, -1.228], [-4.209, 2.324, -1.837], [-5.569, 2.615, -2.613], [-5.835, 1.394, -3.475], [-6.698, 2.748, -1.618], [-5.412, 3.851, -3.479], [-6.430, 3.976, -4.389], [-5.705, 6.881, -1.734], [-6.935, 5.821, -2.368], [-5.914, 5.351, -1.009], [-4.279, 7.055, -3.855], [-3.836, 5.709, -4.885], [-5.460, 6.164, -4.828], [-2.799, 4.773, -2.954], [-3.335, 5.673, -1.534], [-2.631, 3.483, -0.860], [-4.262, 3.972, -0.400], [-4.282, 1.493, -1.135], [-3.465, 1.872, -2.494], [-6.745, 1.570, -4.048], [-5.823, 0.420, -2.985], [-5.080, 1.269, -4.251], [-7.277, 3.657, -1.779], [-6.444, 2.757, -0.558], [-7.447, 1.979, -1.810], [-7.207, 4.112, -3.843], [0.070, 3.008, -1.199], [0.735, 1.768, -0.611], [1.411, 1.030, -1.814], [1.886, 2.181, 0.406], [1.424, 2.286, 1.891], [0.632, 1.072, 2.296], [-0.650, 0.845, 1.414], [-1.013, -0.614, 1.743], [-1.702, 1.876, 1.821], [-0.297, 0.935, -0.009], [-1.261, 0.294, -0.894], [-0.308, 3.611, -0.373], [0.844, 3.666, -1.595], [-0.747, 2.780, -1.883], [2.411, 1.443, -1.952], [1.529, -0.053, -1.805], [0.836, 1.245, -2.714], [2.807, 1.602, 0.337], [2.323, 3.122, 0.072], [2.389, 2.374, 2.391], [0.953, 3.243, 2.117], [0.234, 1.169, 3.307], [1.329, 0.235, 2.271], [-1.851, -0.956, 1.135], [-1.413, -0.684, 2.754], [-0.305, -1.436, 1.636], [-1.442, 2.899, 1.549], [-1.964, 1.972, 2.875], [-2.587, 1.702, 1.209], [-0.722, -0.422, -1.239], [-5.796, -0.191, 0.557], [-6.411, -1.458, 1.178], [-6.682, -1.122, 2.742], [-7.730, -1.812, 0.417], [-7.542, -2.565, -0.911], [-6.698, -3.769, -0.610], [-5.283, -3.528, 0.014], [-4.940, -4.987, 0.494], [-4.263, -3.080, -1.071], [-5.431, -2.632, 1.156], [-4.248, -2.371, 1.809], [-5.222, -0.506, -0.315], [-6.574, 0.440, 0.126], [-5.131, 0.399, 1.187], [-7.348, -1.822, 3.248], [-5.847, -1.180, 3.440], [-7.133, -0.140, 2.887], [-8.525, -2.283, 0.995], [-8.283, -0.892, 0.227], [-8.512, -2.668, -1.396], [-7.046, -1.948, -1.661], [-6.538, -4.303, -1.547], [-7.280, -4.504, -0.053], [-4.789, -5.647, -0.360], [-5.557, -5.306, 1.334], [-3.927, -4.807, 0.854], [-3.235, -2.927, -0.745], [-4.625, -2.172, -1.554], [-4.258, -3.849, -1.843], [-3.685, -2.084, 1.086], [-0.415, -2.797, -1.236], [0.204, -4.208, -0.890], [-1.030, -5.082, -0.429], [0.756, -4.861, -2.254], [2.080, -4.367, -2.749], [3.166, -4.327, -1.625], [2.695, -3.712, -0.254], [3.712, -4.129, 0.869], [2.753, -2.206, -0.314], [1.339, -4.174, 0.094], [0.914, -3.692, 1.356], [-1.253, -2.997, -1.903], [-0.804, -2.224, -0.394], [0.391, -2.258, -1.734], [-1.784, -5.000, -1.212], [-0.854, -6.153, -0.331], [-1.445, -4.868, 0.556], [0.864, -5.926, -2.049], [0.117, -4.722, -3.126], [2.484, -4.938, -3.585], [1.972, -3.375, -3.188], [3.809, -3.563, -2.063], [3.759, -5.238, -1.548], [3.425, -5.122, 1.216], [3.678, -3.503, 1.760], [4.707, -4.307, 0.460], [1.934, -1.690, 0.187], [2.794, -1.712, -1.285], [3.637, -1.772, 0.153], [1.033, -4.501, 1.859], [0.913, 6.904, -1.002], [1.213, 8.126, -0.168], [1.549, 9.066, 0.433], [1.729, 6.200, -0.843], [0.959, 7.041, -2.082], [-0.039, 6.523, -0.633], [0.263, -0.159, -5.308], [-0.803, -0.636, -4.443], [-1.673, -0.969, -3.779], [0.592, 0.814, -4.941], [-0.123, 0.092, -6.295], [1.030, -0.917, -5.467], [3.573, 6.438, 2.462], [2.277, 5.875, 2.004], [1.272, 5.492, 1.654], [3.959, 6.086, 3.419], [3.484, 7.518, 2.586], [4.320, 6.290, 1.683]],
  "forces_ev_per_angstrom": [[-0.7761, 0.1530, -1.1268], [0.8694, -0.1676, -0.5695], [0.6569, -0.8163, 0.7149], [1.9599, 1.4807, 0.3732], [-1.3815, -0.3005, 0.7410], [0.0858, 0.7865, 0.9712], [1.3891, -1.6442, -1.1282], [-0.6543, -0.2992, 0.5529], [-1.0169, 0.3694, 0.0346], [0.2493, 2.0313, -1.4679], [-0.6676, -0.7424, 0.9098], [-0.5790, -0.0994, -0.0805], [0.2652, -0.0070, -0.0752], [0.2956, -0.6960, -0.1242], [0.0444, -0.0722, 0.0616], [0.4182, 0.1458, -0.2211], [-0.3312, 0.2572, 0.3368], [-0.2056, -0.2581, 0.2668], [-0.7560, 0.4926, -0.3846], [-0.4920, 0.2350, -0.1160], [0.0694, -0.1641, 0.2524], [0.0068, -0.8064, -0.4765], [0.0702, -0.4555, 0.0036], [-0.1676, 0.0414, 0.0443], [-0.2804, -0.0212, 0.1041], [0.4518, 0.8882, -0.0347], [0.2018, -0.0890, -0.2971], [0.3443, 0.4170, -0.2124], [0.0860, -0.0932, 0.3947], [-0.1914, -0.5721, 0.4636], [-0.4561, 1.0153, -0.1392], [-0.2136, 1.0367, -0.3030], [0.8427, -1.1626, -0.1750], [0.1706, 1.2217, 0.1173], [-0.4225, -0.0186, -1.5534], [-0.1380, -0.4743, 0.5172], [-1.4900, 1.3632, 0.4404], [0.2411, 0.7023, -0.0308], [0.2282, -0.7836, -0.1831], [2.5174, -2.1761, 0.7296], [-1.1431, 0.0919, 0.3228], [0.3871, -1.0100, -0.2314], [0.0253, 0.6209, 0.4146], [-0.4339, -0.8370, 0.0635], [-0.9292, 0.7574, 0.3982], [-0.5630, -0.5228, 0.1955], [0.1195, -0.3497, -0.3521], [-0.1951, 0.2246, -0.7064], [0.1133, 0.1078, -0.1175], [0.2803, 0.3077, 0.4391], [0.2072, 0.0102, 0.2100], [-0.0070, -0.1053, -0.2940], [0.7078, 0.6979, 0.2065], [0.4932, 0.1415, -0.6017], [-0.3093, -0.2011, 0.3214], [0.2090, -0.5386, 0.2471], [0.3099, 0.0142, -0.0416], [0.0591, 0.0668, 0.0638], [-0.6990, 0.1238, -0.0114], [0.2268, -0.2753, -0.0402], [0.1131, -0.2822, -0.0140], [0.4171, 0.8557, -0.0918], [-0.7003, -0.2426, 0.1757], [-0.5574, -1.0326, 0.3682], [-0.0264, 0.5036, -0.7814], [-0.0186, 1.0520, -0.8615], [1.9009, -0.1455, 0.7148], [0.2196, 0.2807, -1.6393], [-1.5059, 0.3641, 0.1606], [2.3808, -1.6130, 0.6934], [-0.7150, 0.1198, -0.1488], [0.3763, 0.1051, -0.4869], [-0.0789, -0.0077, -0.0708], [-0.1143, -0.2553, -0.0597], [-0.0676, -0.0141, 0.2135], [0.2966, -0.5219, 0.4744], [-0.2494, 0.1973, 0.2936], [0.1172, -0.3096, 0.0743], [-0.0593, 0.4055, -0.3093], [-0.1285, -0.1984, 0.2208], [-0.0587, -0.2970, 0.2881], [-0.7028, 0.3359, 0.4903], [0.0405, 0.4393, -0.6705], [-0.2951, -0.4187, 0.2172], [-0.3935, 0.3212, 0.6134], [0.3251, 0.3340, -0.0112], [0.0687, 0.2340, 0.0011], [0.2598, -0.1361, -0.0942], [0.0783, -0.3264, 0.3658], [-0.8717, 0.2196, -0.0685], [0.5522, 0.9184, 0.9610], [0.3923, -0.5967, -0.7267], [-0.1679, 0.4952, -0.1386], [-1.2726, 0.1865, 0.1730], [1.0107, 0.6654, -1.0042], [-0.3147, 0.5289, -0.4524], [2.0722, -0.8015, 0.2820], [-1.8618, -0.2051, 0.1172], [-0.6761, 0.3619, -0.6804], [0.1260, -1.2536, 0.9995], [1.2015, 1.5559, 0.6682], [-0.3731, -0.0496, 0.1611], [-0.0563, -0.0608, -0.7768], [0.2542, -0.0409, -0.1172], [-0.0631, 0.0755, -0.0976], [-0.1499, -0.0675, 0.6750], [0.0218, 0.0497, -0.1202], [-0.4462, -1.1041, 0.0141], [-0.5731, 0.5352, -0.0668], [-0.0421, -0.2840, 0.6922], [-0.4094, -0.2171, -0.3242], [0.2365, -0.0280, 0.1755], [-0.3126, -0.4146, -0.1507], [-0.2432, 0.2613, -0.1988], [0.1383, 0.1535, 0.2783], [0.7810, 0.6661, -0.0977], [0.6050, -0.0278, -0.1865], [-0.0054, -0.6772, 0.0935], [-0.3678, -0.2126, 0.2434], [-0.2250, -0.3817, -0.3127], [0.0591, -0.4338, -0.9559], [0.6821, -0.1938, 1.8791], [-0.4416, -0.6855, -0.5979], [-0.3366, 0.6886, -0.1553], [0.4311, 1.3821, 0.6871], [-0.1416, -0.4478, -1.2527], [-1.6386, -1.1426, -0.1908], [1.9229, 2.0996, 0.1472], [-0.9433, -0.0765, 0.0057], [-2.9594, -0.3468, 0.1069], [0.5336, 0.1699, -0.1208], [0.2526, 0.0897, -0.1114], [-0.0329, 0.2151, 0.3620], [-0.1312, -0.1821, 0.2189], [-0.4533, -0.3201, -0.5820], [0.7172, 0.2178, -0.7942], [0.0052, 0.1479, -0.3705], [0.6471, -0.8682, 0.5574], [0.4496, 0.5597, -0.1921], [-0.1420, -0.8913, 0.2953], [0.4903, 0.3649, 0.1501], [0.3311, -0.0882, -0.2117], [0.1436, 0.2165, 0.6358], [-0.6531, -0.2130, 0.1317], [-0.1187, -0.1659, -0.4501], [0.2445, -0.6395, 0.5613], [-0.0751, -0.0201, 0.2441], [0.1681, 0.1266, -0.0235], [0.1910, -0.0494, -0.0330], [0.8258, 0.5067, 0.0768], [0.7993, -1.1981, 0.0251], [-0.3566, 0.3338, -0.6367], [0.9907, -0.3147, 0.0640], [-0.2151, -0.1658, 0.9142], [1.0666, 0.3586, 1.1822], [-0.6485, 1.3312, -0.6120], [0.4115, -0.0930, 0.0092], [-1.1498, -1.2542, -0.3739], [0.1379, 2.1496, -0.0984], [-0.6372, -1.7281, -1.2391], [0.2213, 0.0635, -0.3843], [0.1986, 0.3540, -0.2477], [0.2696, -0.3042, 0.2217], [-0.2774, 0.4496, -0.2069], [-0.1509, 0.2059, 0.1907], [0.6752, -0.1514, -0.3155], [-0.0192, 0.8246, -0.1515], [-0.2137, -0.1594, -0.0276], [-0.8910, -0.1114, 0.5161], [-0.2197, -0.4139, 0.0554], [-0.0564, 0.3900, 0.2501], [0.7514, -0.1601, 0.4560], [-0.4170, -0.1962, 0.2578], [-0.1542, -0.2487, 0.0422], [0.2295, 0.2917, -0.3242], [0.1287, 0.6886, 0.0333], [-0.2692, -0.3561, 0.2458], [-0.2810, -0.5678, -0.5379], [0.2681, -0.3401, 0.2412], [-0.2012, 0.1276, 0.5470], [0.5607, 0.7422, 0.8410], [0.8237, 0.8822, -0.2851], [-0.7583, -1.8127, -0.9720], [-0.2941, -0.1778, 0.4802], [-0.5148, 0.7025, 0.1422], [0.1733, -0.3253, -0.3572], [-0.2986, 0.4244, -0.5686], [0.1511, 0.1105, -0.3770], [-0.3068, -0.2293, 0.3251], [0.5926, -0.3326, 0.2636], [-0.3249, -0.2803, -0.0518], [0.1892, 0.2979, 0.3842], [-0.2158, 0.3664, -0.4209], [2.7826, 1.1360, 1.4808], [-1.8804, -0.7252, -0.6787], [-0.3828, -0.5206, -0.1750], [-0.3070, 0.0423, -0.1815], [0.0068, -0.1668, 0.0799]],
  "mulliken_charge": [-1.902, 1.917, -1.948, -0.857, -1.127, -0.651, 1.402, -1.630, -1.557, 0.413, -0.519, 0.470, 0.383, 0.382, 0.391, 0.368, 0.497, -0.335, 0.632, 0.448, 0.370, 0.695, -0.327, 0.338, 0.274, 0.366, 0.355, 0.330, 0.359, 0.378, -1.981, 1.774, -1.330, -1.565, 1.569, -1.984, 1.611, -1.671, -1.869, 0.296, -0.508, 0.362, 0.517, 0.450, 0.170, 0.116, 0.435, 0.353, 0.464, -1.059, 0.605, 0.357, 0.549, 0.354, 0.446, 0.061, 0.471, 0.392, 0.320, 0.364, -1.627, 1.676, -1.961, -1.449, 0.099, -0.614, 2.247, -1.953, -1.756, 0.102, -0.450, 0.407, 0.311, 0.374, 0.385, 0.405, 0.442, 0.327, 0.365, -0.466, 0.516, -0.240, 0.280, 0.505, 0.149, 0.437, 0.389, 0.236, 0.405, 0.414, -2.405, 2.818, -1.632, -0.942, -1.565, -1.069, 1.747, -1.100, -1.228, 1.045, 1.661, 0.329, 0.575, 0.054, 0.319, -0.274, 0.090, 0.187, 0.503, 0.392, 0.345, 0.803, -0.103, -0.475, 0.621, 0.092, 0.266, 0.419, -0.073, -1.052, -1.660, 2.359, -1.867, -1.382, -0.212, -1.678, 2.096, -2.019, -1.399, 0.022, -0.400, -0.146, 0.354, 0.479, 0.411, 0.372, 0.364, 0.334, 0.485, 0.450, -0.043, 0.545, 0.437, 0.390, 0.485, 0.279, 0.153, -0.088, 0.645, 0.026, -0.600, 1.343, -1.744, -1.463, -0.355, -1.057, 2.242, -1.898, -0.628, 0.136, -0.276, 0.454, -0.391, -0.195, 0.373, 0.414, 0.315, 0.452, 0.406, 0.766, -0.286, -0.290, 0.482, 0.564, 0.085, 0.457, 0.068, -0.666, 0.824, 0.318, -0.477, 0.170, -0.453, 0.129, 0.493, 0.153, -1.092, 0.654, -0.442, 0.279, 0.432, 0.234, -1.088, 0.420, -0.333, 0.355, 0.354, 0.283]
}